No. 1
Entry from the OMol25 dataset: a molecular structure, C55H114F3N6NaO21S (ωB97M-V/def2-TZVPD).

Atoms and positions in Å:
Na: -16.6865 -26.0130 0.9528
C: -18.3819 -23.1026 3.9518
F: -19.2904 -23.9314 4.4345
F: -18.5167 -21.9078 4.5254
F: -17.1379 -23.5419 4.1974
S: -18.5024 -23.0069 2.1029
O: -17.5920 -21.9413 1.7472
O: -18.0966 -24.3062 1.6051
O: -19.8903 -22.7375 1.7419
C: -16.0696 -19.3679 3.8904
C: -15.3935 -19.9582 2.6415
O: -14.1357 -19.2801 2.5802
C: -13.9734 -18.4990 3.6737
O: -13.0191 -17.8229 3.8779
O: -15.0311 -18.6172 4.5109
H: -16.4488 -20.1297 4.5652
H: -16.8820 -18.7005 3.5968
H: -15.9385 -19.8300 1.7133
H: -15.2141 -21.0212 2.8030
C: -19.6920 -20.9310 -0.8337
C: -19.7449 -19.4250 -1.0443
O: -18.6874 -19.2053 -2.0017
C: -18.4003 -20.3698 -2.6251
O: -17.7205 -20.4806 -3.5917
O: -18.9850 -21.4073 -1.9895
H: -20.6547 -21.4009 -0.6473
H: -19.0933 -21.2034 0.0312
H: -19.4085 -18.8956 -0.1527
H: -20.6892 -18.9946 -1.3698
C: -21.8671 -25.4938 1.2877
C: -22.2406 -25.0350 -0.1109
O: -21.3856 -25.8699 -0.9063
C: -21.0659 -26.9802 -0.1999
O: -20.4270 -27.8923 -0.6143
O: -21.5734 -26.8782 1.0476
H: -22.6987 -25.4838 1.9878
H: -21.0135 -24.9668 1.7144
H: -22.0019 -23.9881 -0.2747
H: -23.2841 -25.2539 -0.3340
C: -14.3020 -23.8239 6.8236
C: -13.8536 -22.3863 6.5292
C: -14.9490 -21.3851 6.9485
C: -15.0634 -21.0583 8.4227
C: -13.7019 -20.6755 8.9874
C: -12.6006 -21.6679 8.6223
N: -12.6267 -21.9827 7.2001
O: -11.5728 -22.8775 6.8692
C: -11.2620 -20.9922 8.9490
C: -12.7213 -22.9073 9.5272
C: -13.6855 -22.1955 5.0262
H: -13.5473 -24.5143 6.4332
H: -15.2337 -24.0095 6.2846
H: -14.4450 -24.0764 7.8686
H: -14.7211 -20.4422 6.4393
H: -15.8973 -21.7998 6.5934
H: -15.4897 -21.9046 8.9834
H: -15.8423 -20.3044 8.5419
H: -13.7493 -20.5698 10.0707
H: -13.4658 -19.6957 8.5541
H: -11.0388 -20.2483 8.1765
H: -11.3354 -20.4259 9.8776
H: -10.4414 -21.7052 9.0125
H: -12.1302 -23.7299 9.1113
H: -12.3488 -22.7950 10.5471
H: -13.7476 -23.2699 9.5912
H: -13.3338 -21.1843 4.8303
H: -14.6436 -22.3457 4.5188
H: -13.0046 -22.9578 4.6427
H: -10.8718 -22.2916 6.5679
C: -20.7641 -19.9100 2.9813
C: -22.1794 -19.5771 2.4856
C: -22.1743 -18.1090 2.0623
C: -23.4161 -17.6707 1.2743
C: -23.5776 -18.5612 0.0595
C: -23.5707 -20.0668 0.3865
N: -22.5086 -20.3948 1.3267
O: -22.6264 -21.7821 1.6562
C: -24.9657 -20.3749 0.9759
C: -23.4350 -20.7974 -0.9253
C: -23.1247 -19.7618 3.6839
H: -20.1450 -20.2764 2.1629
H: -20.7720 -20.6441 3.7899
H: -20.3117 -19.0059 3.3942
H: -22.1371 -17.4983 2.9695
H: -21.2786 -17.8413 1.4893
H: -23.3232 -16.6204 0.9999
H: -24.2539 -17.7610 1.9703
H: -22.8008 -18.3308 -0.6767
H: -24.5410 -18.3448 -0.4078
H: -25.2617 -19.6725 1.7505
H: -25.7255 -20.3174 0.1884
H: -25.0595 -21.3861 1.3761
H: -24.1499 -20.3547 -1.6180
H: -22.4330 -20.6460 -1.3350
H: -23.5801 -21.8764 -0.8769
H: -23.1113 -20.7951 4.0302
H: -24.1521 -19.4212 3.5439
H: -22.8013 -19.1296 4.5212
H: -21.6858 -22.0161 1.7325
C: -18.5935 -19.4339 8.8093
C: -19.8922 -20.0487 8.3477
C: -19.5033 -21.3799 7.7108
C: -20.6422 -22.2770 7.2656
C: -21.5077 -22.5173 8.4868
C: -21.9589 -21.2381 9.2264
N: -20.7846 -20.3763 9.4421
O: -21.1231 -19.1901 10.1513
C: -23.1024 -20.5334 8.4576
C: -22.4509 -21.6565 10.6077
C: -20.5304 -19.1473 7.2682
H: -17.8350 -19.5053 8.0246
H: -18.1331 -20.0063 9.6236
H: -18.6242 -18.3885 9.1184
H: -18.7983 -21.2141 6.8897
H: -18.9014 -21.9634 8.4248
H: -20.2487 -23.2182 6.8736
H: -21.1540 -21.8077 6.4191
H: -21.0045 -23.1462 9.2274
H: -22.4440 -23.0372 8.2534
H: -23.1852 -20.9518 7.4511
H: -24.0701 -20.7221 8.9304
H: -22.9872 -19.4549 8.4078
H: -23.2408 -22.4113 10.5766
H: -21.6754 -22.0623 11.2611
H: -22.8730 -20.7794 11.1070
H: -21.0610 -18.3231 7.7492
H: -21.2535 -19.6909 6.6632
H: -19.7544 -18.7227 6.6299
H: -20.8068 -19.3709 11.0409
C: -17.6297 -25.1906 6.9694
O: -18.5527 -26.2629 6.8359
C: -19.2626 -26.5408 8.0248
C: -20.3609 -27.5273 7.6992
N: -21.3764 -27.1093 6.7361
C: -22.2268 -26.0495 7.2631
C: -22.9351 -25.3404 6.1397
O: -22.0237 -24.7777 5.2334
C: -22.5219 -23.7624 4.4140
H: -17.1223 -25.2204 6.0072
H: -16.9242 -25.3907 7.7821
H: -18.1162 -24.2176 7.1048
H: -19.6276 -25.6001 8.4593
H: -18.5743 -27.0013 8.7480
H: -20.8929 -27.8263 8.6100
H: -19.8988 -28.4560 7.3511
H: -20.8725 -26.7132 5.9451
H: -21.6268 -25.3094 7.8134
H: -23.0304 -26.4136 7.9096
H: -23.6749 -24.6001 6.4829
H: -23.5850 -26.0626 5.6099
H: -23.2499 -24.1141 3.6725
H: -21.7012 -23.2363 3.9306
H: -23.0574 -22.9935 4.9971
C: -15.1160 -26.3764 3.7821
O: -15.3883 -25.4921 2.7190
C: -14.1487 -24.9042 2.2724
C: -14.3756 -24.0961 1.0028
N: -14.5689 -24.9939 -0.1583
C: -15.0280 -24.1430 -1.2970
C: -16.4836 -23.7544 -1.2555
O: -17.2636 -24.9141 -1.0824
C: -18.5824 -24.8473 -1.5965
H: -16.0366 -26.8912 4.0622
H: -14.7049 -25.8969 4.6754
H: -14.4176 -27.1567 3.4490
H: -13.3653 -25.6477 2.1075
H: -13.9247 -24.1827 3.0627
H: -13.4817 -23.4749 0.8627
H: -15.2157 -23.4250 1.1916
H: -13.6493 -25.3001 -0.4565
H: -14.8648 -24.7574 -2.1895
H: -14.4182 -23.2361 -1.3949
H: -16.7678 -23.1706 -2.1347
H: -16.6782 -23.1003 -0.3910
H: -18.8905 -25.8447 -1.8973
H: -18.6192 -24.1605 -2.4476
H: -19.2612 -24.4324 -0.8454
C: -18.9240 -27.1020 3.3914
O: -18.3087 -27.4168 2.1630
C: -18.1501 -28.8245 1.9950
C: -17.4002 -29.1372 0.7263
N: -16.0430 -28.5490 0.7385
C: -15.2996 -28.7499 -0.5062
C: -15.9363 -28.0220 -1.6800
O: -15.1040 -28.2958 -2.8026
C: -15.5497 -27.6113 -3.9504
H: -18.9401 -26.0140 3.4711
H: -18.3717 -27.4556 4.2666
H: -19.9860 -27.3766 3.3973
H: -19.1836 -29.1903 1.8763
H: -17.7942 -29.3350 2.8993
H: -17.9746 -28.7480 -0.1111
H: -17.3163 -30.2312 0.6535
H: -15.5368 -28.9815 1.5020
H: -15.1034 -29.8027 -0.7309
H: -14.3524 -28.2181 -0.3738
H: -15.9402 -26.9435 -1.5060
H: -16.9491 -28.3845 -1.8939
H: -16.5023 -28.0073 -4.3246
H: -14.7984 -27.7454 -4.7252
H: -15.6946 -26.5448 -3.7393

Properties
Molar mass = 1307.6 g mol⁻¹
LUMO = -0.06 eV
2S+1 = 1

Löwdin population analysis, charges in e, atoms 1 to 2:
1 Na 0.29
2 C -0.65

***

No. 2
Entry from the OMol25 dataset: 8 unconnected molecules or ions with the total composition C55H118BrN9 (ωB97M-V/def2-TZVPD).

Atoms and positions in Å:
C: 5.8726 -2.2440 -0.2850
C: 5.5134 -0.8109 -0.7896
C: 6.5512 0.1585 -0.1325
N: 6.2135 1.6170 -0.3462
C: 4.9734 1.9304 0.5610
C: 5.9855 2.1042 -1.7805
C: 7.4226 2.2995 -2.3202
C: 8.0527 3.0959 -1.2170
C: 7.4376 2.5152 0.0952
H: 5.5704 -2.5217 0.7248
H: 6.8752 -2.6122 -0.5026
H: 5.3217 -2.9397 -0.9178
H: 4.4530 -0.6587 -0.5885
H: 5.6323 -0.7916 -1.8729
H: 7.5516 -0.0157 -0.5286
H: 6.6556 -0.0753 0.9270
H: 4.0807 1.7150 -0.0262
H: 5.0361 3.0093 0.7028
H: 5.2082 1.4356 1.5034
H: 5.5679 3.1059 -1.6800
H: 5.3072 1.4694 -2.3507
H: 7.4835 2.8812 -3.2399
H: 7.9256 1.3578 -2.5401
H: 7.7835 4.1432 -1.3543
H: 9.1416 3.0955 -1.2661
H: 7.1323 3.2401 0.8498
H: 8.1570 1.8752 0.6061
C: -3.4235 2.4726 4.4007
C: -4.5672 1.4540 4.2540
C: -4.1704 0.1041 3.4844
N: -5.4191 -0.8166 3.2730
C: -5.0289 -2.1087 2.4877
C: -6.5275 -0.0558 2.4715
C: -7.7699 0.0585 3.3342
C: -7.5213 -0.9837 4.4346
C: -6.0659 -1.2767 4.6031
H: -2.5119 2.1731 4.9179
H: -3.9430 3.3691 4.7391
H: -3.1227 2.8201 3.4123
H: -5.3901 1.8955 3.6917
H: -4.9376 1.2430 5.2571
H: -3.5670 -0.5110 4.1519
H: -3.8917 0.3225 2.4535
H: -4.6943 -1.8336 1.4875
H: -5.9252 -2.7238 2.4080
H: -4.2664 -2.5242 3.1467
H: -6.8051 -0.6899 1.6295
H: -6.1157 0.8438 2.0142
H: -8.5969 -0.2077 2.6759
H: -7.9610 1.0847 3.6480
H: -7.9633 -1.8974 4.0370
H: -8.1262 -0.8373 5.3294
H: -5.8565 -2.3457 4.6414
H: -5.7110 -0.8073 5.5206
C: 3.8613 -0.2799 -5.2902
C: 4.3416 0.9138 -6.1456
C: 4.9018 2.1026 -5.2675
N: 5.1113 3.4080 -6.0404
C: 6.2297 3.1471 -7.0889
C: 5.5096 4.5926 -5.0455
C: 5.1154 5.8777 -5.7153
C: 3.9001 5.5981 -6.4722
C: 3.8662 4.0571 -6.7240
H: 2.9514 0.0491 -4.7882
H: 4.6891 -0.4712 -4.6075
H: 3.6211 -1.1405 -5.9145
H: 3.5618 1.2168 -6.8443
H: 5.1501 0.5500 -6.7797
H: 5.8931 1.9027 -4.8608
H: 4.1170 2.3676 -4.5591
H: 5.8226 2.4274 -7.7991
H: 7.0730 2.7400 -6.5312
H: 6.3762 4.0744 -7.6427
H: 6.5953 4.5205 -4.9814
H: 4.9638 4.3650 -4.1298
H: 5.9010 6.2746 -6.3582
H: 5.0007 6.7177 -5.0303
H: 3.8076 6.1734 -7.3934
H: 3.0054 5.7704 -5.8738
H: 3.8826 3.7443 -7.7680
H: 2.9591 3.7078 -6.2306
C: -4.8900 -5.1693 0.2174
C: -4.0755 -4.5783 -0.9003
C: -4.4454 -5.1843 -2.2673
N: -3.7176 -4.4175 -3.3896
C: -2.1898 -4.1011 -3.1730
C: -4.4256 -3.0669 -3.6177
C: -4.2293 -2.8005 -5.1110
C: -4.3550 -4.1789 -5.6960
C: -3.9058 -5.1923 -4.7232
H: -5.9622 -4.9752 0.1884
H: -4.5114 -4.8752 1.1963
H: -4.8855 -6.2589 0.1878
H: -3.0624 -4.8539 -0.6073
H: -4.2726 -3.5071 -0.9417
H: -5.5215 -5.1550 -2.4386
H: -4.1861 -6.2421 -2.3105
H: -1.7471 -5.0547 -2.8855
H: -2.0700 -3.4157 -2.3340
H: -1.7790 -3.6104 -4.0554
H: -3.9773 -2.2448 -3.0599
H: -5.4629 -3.1671 -3.2982
H: -3.2941 -2.3847 -5.4858
H: -5.0352 -2.2782 -5.6265
H: -3.6931 -4.2121 -6.5614
H: -5.3887 -4.4381 -5.9245
H: -2.9344 -5.6514 -4.9068
H: -4.5940 -6.0370 -4.6922
C: -0.1800 -1.2318 3.2908
C: 0.0613 -2.4640 2.4544
N: -0.0103 -2.0849 1.0217
C: -1.1084 -1.5383 0.3359
C: -0.7083 -1.0918 -0.9290
N: 0.6322 -1.3466 -1.0996
C: 1.0141 -1.8893 0.1716
C: 1.4989 -0.9866 -2.2405
H: -0.2615 -1.5044 4.3431
H: -1.1513 -0.7409 3.2282
H: 0.5540 -0.4495 3.0979
H: -0.7160 -3.2089 2.6246
H: 1.0010 -2.9829 2.6438
H: -2.1191 -1.6463 0.7010
H: -1.2585 -0.6062 -1.7214
H: 2.0242 -2.1659 0.4353
H: 0.7887 -0.7063 -3.0184
H: 2.0770 -1.8285 -2.6214
H: 2.2335 -0.2113 -2.0230
C: 0.4767 -6.6320 5.2804
C: 0.0908 -5.6717 4.1520
N: -0.9669 -6.3205 3.3463
C: -2.3130 -6.3615 3.6316
C: -2.9370 -7.1208 2.7006
N: -2.0229 -7.3410 1.6253
C: -0.7999 -6.8722 2.1142
C: -2.2797 -7.8699 0.2950
H: -0.3240 -6.7698 6.0070
H: 1.4373 -6.3124 5.6844
H: 0.6961 -7.5853 4.7994
H: 1.0128 -5.5882 3.5766
H: -0.3394 -4.7250 4.4788
H: -2.7292 -5.9138 4.5219
H: -3.9674 -7.4424 2.6636
H: 0.0632 -6.8694 1.4650
H: -3.2893 -8.2686 0.1954
H: -1.6155 -8.6971 0.0447
H: -2.1279 -7.1155 -0.4770
C: -2.7707 6.2297 5.3203
C: -2.4363 6.9843 4.0693
C: -1.1693 6.3617 3.2532
C: -1.5410 5.0780 2.5337
N: -0.3338 4.2280 2.0432
C: 0.0478 4.7129 0.6474
C: -1.0969 4.2572 -0.2814
C: -1.5235 2.8807 0.1924
C: -0.8453 2.8697 1.5917
C: 0.9790 4.1401 2.9199
C: 0.6507 3.6942 4.4271
C: 1.8801 3.6001 5.3125
H: -1.8789 6.0792 5.9287
H: -3.0812 5.2276 5.0245
H: -3.5285 6.6419 5.9865
H: -2.2221 8.0041 4.3891
H: -3.3453 7.0868 3.4766
H: -0.3511 6.1628 3.9453
H: -0.8528 7.1230 2.5402
H: -2.3151 5.1948 1.7753
H: -1.9112 4.3956 3.2988
H: 1.0215 4.3319 0.3395
H: 0.0591 5.7917 0.8030
H: -0.8738 4.2298 -1.3480
H: -1.9346 4.9507 -0.3563
H: -1.1578 2.0213 -0.3696
H: -2.6024 2.9969 0.2959
H: 0.0212 2.2338 1.4101
H: -1.3990 2.3172 2.3507
H: 1.4492 5.1224 2.8755
H: 1.6161 3.4132 2.4160
H: 0.0867 2.7869 4.2108
H: -0.0790 4.2636 5.0028
H: 2.6312 2.8631 5.0284
H: 1.5632 3.0699 6.2105
H: 2.3109 4.5758 5.5372
Br: -0.1265 -1.7165 -5.6384

Properties
Charge = +6
Molar mass = 985.5 g mol⁻¹
LUMO = -12.20 eV
2S+1 = 1

Löwdin population analysis, charges in e, atoms 1 to 2:
1 C -0.09
2 C -0.20